A:
Entry from OMol25: one molecule with the formula C4H8O (the ωB97M-V functional and the def2-TZVPD basis).

```
! RIJCOSX wB97M-V def2-TZVPD def2/J DEFGRID3
* xyz 0 1
C 1.492 0.991 0.786
C 1.659 -0.186 0.191
O 0.641 -0.887 -0.362
C -0.502 -0.131 -0.791
C -1.715 -0.579 -0.007
H 2.311 1.651 1.018
H 0.483 1.306 1.028
H 2.616 -0.702 0.094
H -0.574 -0.333 -1.862
H -0.370 0.954 -0.684
H -1.620 -0.294 1.047
H -1.791 -1.667 -0.060
H -2.631 -0.124 -0.399
*
```

Results
LUMO energy in eV: 1.1
Structure (SMILES): C=COCC
HOMO level in eV: -8.789

B:
Entry from OMol25: one molecule with the formula C4H8O (the ωB97M-V functional and the def2-TZVPD basis).

```
! RIJCOSX wB97M-V def2-TZVPD def2/J DEFGRID3
* xyz 0 1
C -1.447 0.198 0.273
C -0.085 0.123 -0.457
C 0.629 -1.162 -0.137
C 1.083 1.299 0.076
O 2.018 0.702 0.550
H -2.270 -0.494 -0.006
H -1.283 0.055 1.346
H -1.808 1.207 0.100
H -0.229 0.116 -1.558
H 1.560 -1.357 -0.686
H -0.205 -1.722 -0.581
H 0.752 -1.393 0.932
H 1.285 2.428 0.147
*
```

Results
LUMO energy in eV: 1.1
Structure (SMILES): CC(C)C=O
HOMO level in eV: -9.423

Energy ordering: A at the bottom, the next structure 13.5 kcal/mol above.

A:
Entry from OMol25: one molecule with the formula C3H7F2N (the ωB97M-V functional and the def2-TZVPD basis).

```
! RIJCOSX wB97M-V def2-TZVPD def2/J DEFGRID3
* xyz 0 1
N -1.433 -0.562 -0.851
C -1.003 0.300 0.253
C 0.409 0.788 0.057
F 0.729 1.302 -1.197
C 1.423 -0.258 0.288
F 1.309 -1.175 -0.715
H -2.225 -1.082 -0.509
H -0.734 -1.316 -1.000
H -1.054 -0.188 1.259
H -1.688 1.161 0.246
H 0.623 1.577 0.781
H 1.264 -0.785 1.228
H 2.377 0.238 0.161
*
```

Results
LUMO energy in eV: 0.9
Structure (SMILES): NC[C@H](F)CF
HOMO level in eV: -9.666

B:
Entry from OMol25: a 2-piece molecular cluster, C3H7F2N overall (the ωB97M-V functional and the def2-TZVPD basis).

```
! RIJCOSX wB97M-V def2-TZVPD def2/J DEFGRID3
* xyz 0 1
C 0.393 -1.229 0.748
C 0.526 1.389 0.399
C 0.778 -0.046 -0.038
N -1.419 0.112 -1.793
F -1.550 -1.216 -1.748
F -2.297 0.578 -0.857
H -0.734 -1.438 0.767
H 0.793 -2.168 0.298
H 0.759 -1.228 1.881
H -0.419 1.333 1.050
H 0.221 2.063 -0.479
H 1.504 1.896 0.658
H 1.445 -0.047 -0.883
*
```

Results
LUMO energy (alpha / beta) in eV: -0.5 / 0.7
HOMO level (alpha / beta) in eV: -7.634 / -10.588

Energy ordering: A at the bottom, the next structure 143.0 kcal/mol above.

A:
Entry from OMol25: a 3-piece molecular cluster, H6O3 overall (the ωB97M-V functional and the def2-TZVPD basis).

```
! RIJCOSX wB97M-V def2-TZVPD def2/J DEFGRID3
* xyz 0 1
O 1.936 -1.323 1.868
H 1.263 -0.900 1.475
H 1.563 -2.032 1.428
O 0.117 0.432 1.048
H -0.682 0.668 1.308
H 0.037 0.452 0.227
O -1.402 0.987 -2.072
H -2.020 0.533 -2.449
H -0.808 1.187 -2.835
*
```

Results
LUMO energy in eV: 0.5
Structure (SMILES): O.O.O
HOMO level in eV: -10.887

B:
Entry from OMol25: a 3-piece molecular cluster, H6O3 overall (the ωB97M-V functional and the def2-TZVPD basis).

```
! RIJCOSX wB97M-V def2-TZVPD def2/J DEFGRID3
* xyz 0 1
O 1.885 -1.182 -0.145
H 2.294 -1.525 0.630
H 2.476 -1.381 -0.930
O -2.350 -0.566 -0.241
H -2.951 0.184 -0.002
H -2.746 -1.122 0.378
O 0.673 1.882 -0.238
H 1.021 1.969 0.587
H -0.303 1.740 -0.039
*
```

Results
LUMO energy in eV: 0.8
Structure (SMILES): O.O.O
HOMO level in eV: -10.910

C:
Entry from OMol25: a 3-piece molecular cluster, H6O3 overall (the ωB97M-V functional and the def2-TZVPD basis).

```
! RIJCOSX wB97M-V def2-TZVPD def2/J DEFGRID3
* xyz 0 1
O 2.586 -1.200 2.808
H 3.148 -1.532 2.108
H 1.906 -1.866 2.907
O -2.860 1.037 -2.704
H -2.206 0.976 -2.009
H -2.349 1.139 -3.507
O -0.337 0.443 -0.154
H -0.083 1.246 0.301
H 0.195 -0.242 0.252
*
```

Results
LUMO energy in eV: 0.4
Structure (SMILES): O.O.O
HOMO level in eV: -11.203

D:
Entry from OMol25: H6O3 as an isolated structure (the ωB97M-V functional and the def2-TZVPD basis).

```
! RIJCOSX wB97M-V def2-TZVPD def2/J DEFGRID3
* xyz 0 1
H 0.823 -1.093 0.084
H -0.150 0.121 0.413
H -1.911 -1.518 -0.833
H -1.176 -0.309 -1.374
H 1.260 0.957 1.445
H 0.700 2.128 0.799
O 0.324 -0.396 -0.267
O -1.053 -1.161 -0.815
O 1.184 1.271 0.547
*
```

Results
LUMO energy in eV: 0.6
HOMO level in eV: -6.616

Energy ordering: C at the bottom, the next structure 14.5 kcal/mol above.

A:
Entry from OMol25: one molecule with the formula C3H7NO3 (the ωB97M-V functional and the def2-TZVPD basis).

```
! RIJCOSX wB97M-V def2-TZVPD def2/J DEFGRID3
* xyz 0 1
N -1.071 0.550 0.988
C -0.163 -0.338 0.200
C -0.901 -0.736 -1.082
O -2.052 -1.447 -0.643
C 1.143 0.457 0.066
O 1.220 1.346 -0.738
O 2.080 0.192 0.981
H -1.615 -0.155 1.472
H -0.587 0.947 1.793
H 0.056 -1.259 0.760
H -0.293 -1.427 -1.658
H -1.102 0.218 -1.570
H -2.799 -0.849 -0.729
H 2.598 1.013 1.053
*
```

Results
LUMO energy in eV: 0.7
Structure (SMILES): N[C@@H](CO)C(=O)O
HOMO level in eV: -10.158

B:
Entry from OMol25: one molecule with the formula C3H7NO3 (the ωB97M-V functional and the def2-TZVPD basis).

```
! RIJCOSX wB97M-V def2-TZVPD def2/J DEFGRID3
* xyz 0 1
O 2.246 -0.724 -1.053
C 1.416 0.140 -1.268
O 1.339 0.794 -2.427
C 0.519 0.683 -0.187
C -0.445 -0.447 0.302
N -1.195 0.000 1.449
O -2.055 -1.065 1.975
H 2.164 0.467 -3.140
H 1.033 1.119 0.853
H -0.293 1.506 -0.797
H -0.012 -1.359 0.805
H -0.993 -0.865 -0.312
H -0.695 0.354 2.018
H -3.027 -0.604 1.782
*
```

Results
LUMO energy in eV: 0.4
Structure (SMILES): O=C(O)CCNO
HOMO level in eV: -8.991

C:
Entry from OMol25: one molecule with the formula C3H7NO3 (the ωB97M-V functional and the def2-TZVPD basis).

```
! RIJCOSX wB97M-V def2-TZVPD def2/J DEFGRID3
* xyz 0 1
H 0.770 -1.605 1.405
N 1.253 -0.940 0.788
C 0.430 0.027 0.549
O -0.827 0.009 1.025
C -1.681 -0.933 0.369
C 0.810 1.255 -0.296
O -0.176 1.577 -1.249
O 2.020 1.018 -0.994
H -2.335 -0.394 -0.322
H -1.122 -1.696 -0.184
H -2.296 -1.427 1.126
H 0.955 2.105 0.377
H -0.123 0.866 -1.907
H 2.321 0.138 -0.688
*
```

Results
LUMO energy in eV: 0.7
Structure (SMILES): [H]/N=C(\OC)C(O)O
HOMO level in eV: -10.535

D:
Entry from OMol25: a 2-piece molecular cluster, C3H7NO3 overall (the ωB97M-V functional and the def2-TZVPD basis).

```
! RIJCOSX wB97M-V def2-TZVPD def2/J DEFGRID3
* xyz 0 1
N -0.957 0.024 -0.712
C -0.953 0.251 0.711
C -1.357 1.645 1.118
O -1.516 2.552 0.356
H -1.560 -0.742 -0.989
H -1.280 0.836 -1.215
H 0.044 0.125 1.159
H -1.590 -0.447 1.261
H -1.492 1.780 2.204
O 1.160 -2.311 0.092
C 2.003 -1.601 -0.390
O 1.733 -0.495 -1.062
H 3.060 -1.871 -0.340
H 0.734 -0.395 -0.982
*
```

Results
LUMO energy in eV: 0.8
Structure (SMILES): NCC=O.O=CO
HOMO level in eV: -10.224

Energy ordering: D at the bottom, the next structure 3.2 kcal/mol above.